Formula: C30H20N4O2S4W
Source: the OMol25 dataset
Level of theory: ωB97M-V with the def2-TZVPD basis set

```
! RIJCOSX wB97M-V def2-TZVPD def2/J DEFGRID3
* xyz 0 1
W -0.378 -0.171 -0.365
O -0.005 1.092 -1.957
C 1.061 1.802 -2.233
C 0.931 3.136 -2.649
C 2.051 3.855 -2.996
C 3.332 3.282 -2.967
C 3.465 1.970 -2.585
C 2.338 1.225 -2.200
C 2.468 -0.154 -1.858
N 1.562 -0.889 -1.319
C 1.914 -2.274 -1.024
C 1.834 -2.451 0.498
N 1.110 -1.286 1.037
C 1.501 -0.837 2.171
C 1.195 0.466 2.692
C 1.369 0.772 4.050
C 1.249 2.068 4.488
C 1.020 3.089 3.555
C 0.899 2.817 2.211
C 0.944 1.490 1.766
O 0.789 1.225 0.478
H -0.060 3.567 -2.674
H 1.940 4.888 -3.303
H 4.197 3.864 -3.251
H 4.439 1.495 -2.571
H 3.431 -0.619 -2.077
H 2.917 -2.500 -1.389
H 1.203 -2.927 -1.526
H 2.836 -2.474 0.929
H 1.319 -3.373 0.759
H 2.201 -1.443 2.748
H 1.587 -0.028 4.748
H 1.348 2.303 5.539
H 0.934 4.113 3.895
H 0.715 3.595 1.484
S -1.903 1.837 -0.365
C -2.230 2.221 1.292
C -2.627 3.492 1.714
C -2.864 3.724 3.057
C -2.712 2.702 3.995
C -2.329 1.439 3.582
C -2.090 1.207 2.230
S -1.686 -0.379 1.616
H -2.736 4.289 0.990
H -3.168 4.711 3.381
H -2.892 2.897 5.044
H -2.206 0.634 4.297
S -1.783 -0.654 -2.303
C -2.852 -1.965 -1.937
C -4.010 -2.193 -2.680
C -4.818 -3.279 -2.387
C -6.010 -3.499 -3.158
N -6.955 -3.675 -3.787
C -4.472 -4.153 -1.340
C -3.319 -3.929 -0.605
C -2.509 -2.837 -0.906
S -1.017 -2.564 -0.071
C -5.302 -5.279 -1.015
N -5.944 -6.190 -0.738
H -4.282 -1.520 -3.481
H -3.058 -4.600 0.201
*
```

Values from the calculation:
HOMO level	-7.43	eV
gap between HOMO and LUMO	5.686	eV
ΔE to the lowest compared entry with this formula, charge and spin	0.006	eV

Löwdin analysis output, partial charges in e: number 1, W, carries 1.175; number 2, O, carries -0.484; number 3, C, carries -0.338; number 4, C, carries 0.013; number 5, C, carries -0.059; number 6, C, carries -0.085; number 7, C, carries -0.034; number 8, C, carries -0.148; number 9, C, carries -0.044; number 10, N, carries -0.084; number 11, C, carries -0.211; number 12, C, carries -0.222; number 13, N, carries -0.167; number 14, C, carries -0.079; number 15, C, carries -0.179; number 16, C, carries -0.031; number 17, C, carries -0.079; number 18, C, carries -0.054; number 19, C, carries 0.008; number 20, C, carries -0.341; number 21, O, carries -0.275; number 22, H, carries 0.119; number 23, H, carries 0.108; number 24, H, carries 0.101; number 25, H, carries 0.114; number 26, H, carries 0.139; number 27, H, carries 0.117; number 28, H, carries 0.090; number 29, H, carries 0.120; number 30, H, carries 0.088; number 31, H, carries 0.148; number 32, H, carries 0.118; number 33, H, carries 0.104; number 34, H, carries 0.112; number 35, H, carries 0.130; number 36, S, carries 0.742; number 37, C, carries -0.670; number 38, C, carries -0.109; number 39, C, carries -0.089; number 40, C, carries -0.093; number 41, C, carries -0.108; number 42, C, carries -0.641; number 43, S, carries 0.689; number 44, H, carries 0.105; number 45, H, carries 0.102; number 46, H, carries 0.101; number 47, H, carries 0.108; number 48, S, carries 0.723; number 49, C, carries -0.635; number 50, C, carries -0.033; number 51, C, carries -0.179; number 52, C, carries -0.173; number 53, N, carries 0.175; number 54, C, carries -0.181; number 55, C, carries -0.035; number 56, C, carries -0.624; number 57, S, carries 0.686; number 58, C, carries -0.174; number 59, N, carries 0.174; number 60, H, carries 0.125; number 61, H, carries 0.124

Formula: CH3NO2S
Source: the OMol25 dataset
Level of theory: ωB97M-V with the def2-TZVPD basis set

```
! RIJCOSX wB97M-V def2-TZVPD def2/J DEFGRID3
* xyz 0 1
C 0.234 -0.744 -0.475
N 1.017 0.186 0.170
O 1.237 0.294 1.385
O 1.542 0.952 -0.655
S -2.594 0.853 0.047
H 0.638 -0.995 -1.483
H -0.329 -1.594 -0.034
H -1.745 1.047 1.046
*
```

Values from the calculation:
HOMO level (alpha / beta)	-9.53 / -9.51	eV
gap between HOMO and LUMO (alpha / beta)	5.378 / 5.360	eV
ΔE to the lowest compared entry with this formula, charge and spin	7.224	eV

Löwdin analysis output, partial charges in e: number 1, C, carries 0.129; number 2, N, carries -0.472; number 3, O, carries 0.054; number 4, O, carries 0.043; number 5, S, carries 0.382; number 6, H, carries 0.106; number 7, H, carries 0.082; number 8, H, carries -0.325

Formula: C3H7N3S2
Source: the OMol25 dataset
Level of theory: ωB97M-V with the def2-TZVPD basis set

```
! RIJCOSX wB97M-V def2-TZVPD def2/J DEFGRID3
* xyz 0 1
C -1.333 -0.647 -1.610
C -1.442 -0.482 -0.057
C 1.802 0.602 1.746
H -2.914 -0.234 -2.837
H -2.728 -1.782 -2.649
H -0.607 -1.480 -1.765
H -0.882 0.228 -2.051
H -2.425 -0.684 0.389
H 1.245 0.283 2.641
H 4.815 2.134 2.519
N -2.642 -0.916 -2.141
N -0.542 -0.127 0.770
N 2.936 1.183 1.679
S 1.039 0.227 0.231
S 3.680 1.695 3.134
*
```

Values from the calculation:
HOMO level	-8.21	eV
SMILES string	NC/C=N\S/C=N/S
gap between HOMO and LUMO	8.976	eV
ΔE to the lowest compared entry with this formula, charge and spin	2.251	eV

Löwdin analysis output, partial charges in e: number 1, C, carries -0.284; number 2, C, carries -0.252; number 3, C, carries -0.641; number 4, H, carries 0.068; number 5, H, carries 0.065; number 6, H, carries 0.120; number 7, H, carries 0.094; number 8, H, carries 0.106; number 9, H, carries 0.078; number 10, H, carries -0.141; number 11, N, carries -0.018; number 12, N, carries -0.308; number 13, N, carries -0.476; number 14, S, carries 0.905; number 15, S, carries 0.682

Formula: C6H9N
Source: the OMol25 dataset
Level of theory: ωB97M-V with the def2-TZVPD basis set

```
! RIJCOSX wB97M-V def2-TZVPD def2/J DEFGRID3
* xyz 0 1
C -1.315 1.474 -0.128
C -0.072 0.656 0.009
C 0.083 -0.705 0.139
C -1.034 -1.698 0.304
C 1.481 -0.975 0.032
C 2.124 0.221 -0.164
N 1.172 1.204 -0.174
H -2.148 1.034 0.429
H -1.595 1.519 -1.187
H -1.189 2.501 0.236
H -0.752 -2.674 -0.102
H -1.935 -1.368 -0.226
H -1.315 -1.849 1.354
H 1.954 -1.949 0.063
H 3.169 0.452 -0.311
H 1.343 2.184 -0.328
*
```

Values from the calculation:
HOMO level	-7.78	eV
SMILES string	Cc1cc[nH]c1C
gap between HOMO and LUMO	8.827	eV
ΔE to the lowest compared entry with this formula, charge and spin	0.096	eV

Löwdin analysis output, partial charges in e: number 1, C, carries -0.033; number 2, C, carries -0.300; number 3, C, carries -0.260; number 4, C, carries -0.056; number 5, C, carries -0.063; number 6, C, carries -0.135; number 7, N, carries 0.044; number 8, H, carries 0.076; number 9, H, carries 0.083; number 10, H, carries 0.075; number 11, H, carries 0.073; number 12, H, carries 0.070; number 13, H, carries 0.076; number 14, H, carries 0.098; number 15, H, carries 0.103; number 16, H, carries 0.149